[1]
# C23H17CdCl5N2O3

C23H17CdCl5N2O3 as an isolated structure (ωB97M-V/def2-TZVPD, the OMol25 dataset).

The geometry in XYZ format:
```
51
Properties=species:S:1:pos:R:3:forces:R:3
Cd 0.026128 0.497076 -1.001286 0.1 0.0 -0.1
O 0.300476 2.461291 0.080174 -0.1 0.0 0.0
C 0.820311 2.904899 1.161142 0.0 0.1 0.0
C 1.304823 4.245058 1.240941 0.0 -0.1 0.0
C 1.965776 4.713228 2.353462 0.0 0.0 0.0
C 2.177187 3.901022 3.474072 0.0 0.0 0.0
C 1.678984 2.609482 3.443062 0.0 0.0 0.0
C 0.992211 2.116027 2.338819 0.0 0.0 0.0
C 0.412644 0.774862 2.344416 0.0 0.0 0.0
N 0.891413 -0.199579 3.013919 0.0 0.0 -0.1
C 0.180805 -1.469942 2.908418 0.0 0.0 0.1
C 0.173352 -2.087192 1.506067 0.0 0.0 0.0
N -0.760219 -1.409376 0.631367 -0.1 0.0 0.0
C -1.807897 -2.052455 0.293698 0.0 0.1 0.0
C -2.929676 -1.558694 -0.476051 0.0 -0.1 0.0
C -3.921442 -2.487873 -0.814813 -0.1 0.0 0.0
C -5.062641 -2.139418 -1.503723 0.0 0.0 0.0
C -5.222783 -0.790011 -1.861159 0.0 0.0 0.0
C -4.281471 0.151479 -1.541539 0.0 0.0 0.0
C -3.075343 -0.174152 -0.834888 0.0 0.0 0.0
O -2.236928 0.726454 -0.534344 0.1 0.0 0.0
H 1.161786 4.868894 0.366072 0.0 0.0 0.0
H 2.339706 5.733879 2.353624 0.0 0.0 0.0
H 2.704655 4.275311 4.343184 0.0 0.0 0.0
H 1.801655 1.942716 4.290001 0.0 0.0 0.0
H -0.480741 0.659228 1.724292 0.0 0.0 0.0
H 0.675254 -2.178979 3.580612 0.0 0.0 0.0
H -0.857487 -1.373815 3.253129 0.0 0.0 0.0
H 1.178459 -2.010477 1.081359 0.0 0.0 0.0
H -0.077422 -3.158129 1.595172 0.0 0.0 0.0
H -1.912282 -3.104027 0.616243 0.0 0.0 0.0
H -3.769440 -3.521809 -0.513129 0.0 0.0 0.0
H -5.809561 -2.879903 -1.761671 0.0 0.0 0.0
H -6.111818 -0.484212 -2.406002 0.0 0.0 0.0
H -4.404535 1.189321 -1.825560 0.0 0.0 0.0
Cl 0.506247 -2.582362 -2.285407 0.1 0.0 0.0
C 2.031020 -1.932171 -1.720257 -0.2 -0.2 -0.1
C 2.036368 -0.687305 -1.110417 -0.1 0.1 0.0
C 3.283420 -0.241197 -0.699709 0.1 0.1 0.1
Cl 3.409844 1.310131 0.083054 0.0 0.0 0.0
C 4.457092 -0.975715 -0.866390 0.1 -0.1 0.0
Cl 5.992326 -0.374873 -0.322412 0.0 0.0 0.0
C 4.398008 -2.224362 -1.476166 0.0 0.0 0.0
Cl 5.838317 -3.164741 -1.693995 0.0 0.0 0.0
C 3.169721 -2.712945 -1.908721 0.0 0.0 0.0
Cl 3.092977 -4.277592 -2.657304 0.0 0.0 0.0
C -1.268939 1.446551 -3.651093 -0.1 0.1 0.0
O -0.331007 0.591637 -3.122603 0.1 0.0 0.1
H -1.243404 1.429603 -4.761658 0.0 0.0 0.0
H -1.126804 2.507891 -3.360317 0.0 0.0 0.0
H -2.309124 1.197265 -3.365687 0.0 0.0 0.0
```
Forces are in eV/Å.

Results
Relative energy (zero: lowest compared OMol25 entry of this formula, charge and spin)   0.7 kJ/mol
Spin multiplicity   1
Net charge   -2
Kohn-Sham gap   6.042 eV
Total energy   -3690.6255 a.u.
Highest occupied orbital energy   -1.87 eV



[2]
# C21H23FN2O4

A single C21H23FN2O4 molecule (ωB97M-V/def2-TZVPD, the OMol25 dataset).

The geometry in XYZ format:
```
51
Properties=species:S:1:pos:R:3:forces:R:3
C 1.581994 -1.462041 1.937650 -0.1 0.1 0.3
N 1.805802 -1.546552 0.515798 0.5 -0.1 0.0
C 0.861922 -1.362591 -0.444061 0.0 -0.1 -0.1
O 1.102814 -1.568145 -1.622352 -0.1 0.0 -0.2
C -0.479913 -0.900048 0.009650 -0.2 0.1 -0.1
C -0.627515 0.312607 0.680119 -0.1 -0.2 -0.1
C -1.882252 0.771105 1.014626 -0.2 0.0 0.0
C -3.022406 0.029585 0.693148 0.3 0.0 0.0
C -2.876679 -1.174521 0.011336 -0.3 0.1 0.1
C -1.613729 -1.621745 -0.334690 0.3 0.1 0.1
H -1.504195 -2.548077 -0.878360 0.0 -0.1 -0.1
H -3.733406 -1.769073 -0.263569 -0.1 0.0 0.0
O -4.201358 0.571634 1.106700 0.3 0.1 0.0
C -5.419745 -0.045132 0.761480 -0.5 -0.3 -0.4
C -5.825342 0.228469 -0.700621 0.5 0.2 0.3
H -5.012442 -0.098360 -1.361528 -0.1 0.1 0.1
O -6.989617 -0.525095 -1.002239 0.1 -0.1 0.2
C -8.073565 0.346651 -1.282458 -0.3 0.2 -0.2
C -7.687628 1.714432 -0.722815 0.0 -0.3 0.0
H -7.934871 1.774160 0.337427 0.0 0.0 0.0
H -8.181693 2.528707 -1.246939 0.0 0.0 0.0
C -6.173448 1.704942 -0.922501 0.0 -0.2 0.0
H -5.922832 2.002728 -1.940891 0.0 0.0 0.0
H -5.639367 2.345552 -0.224313 0.1 0.1 0.0
H -8.219696 0.400175 -2.370421 0.0 0.0 0.1
H -8.973011 -0.073390 -0.826851 0.0 0.0 -0.1
H -5.395626 -1.126211 0.937170 0.0 0.1 0.0
H -6.161984 0.394202 1.433081 0.0 -0.1 -0.1
H -2.012457 1.709263 1.530566 0.0 0.1 0.1
H 0.244570 0.901652 0.921136 0.1 0.1 0.1
C 3.158976 -1.797809 0.090096 -0.3 0.1 -0.2
H 3.582223 -2.643927 0.644601 0.0 0.1 -0.1
H 3.111649 -2.044354 -0.976752 0.1 0.0 0.2
C 4.047170 -0.564730 0.284153 -0.1 -0.5 -0.1
O 3.659271 0.452051 0.807611 -0.1 0.2 0.0
N 5.308020 -0.773417 -0.192665 0.1 -0.3 -0.2
C 6.400094 0.098559 -0.198816 0.3 0.4 0.1
C 6.344660 1.387898 0.324066 -0.3 0.1 0.1
C 7.466787 2.195760 0.289365 0.1 -0.2 -0.1
C 8.656609 1.747049 -0.257619 0.2 -0.1 -0.1
C 8.691841 0.464259 -0.772110 -0.2 0.1 0.1
C 7.590423 -0.367039 -0.754026 0.1 0.1 0.0
H 7.665426 -1.360766 -1.169342 0.0 -0.1 -0.1
F 9.838767 -0.000071 -1.310743 -0.1 0.0 0.0
H 9.538158 2.366037 -0.290605 0.1 0.0 0.0
H 7.411758 3.193493 0.696236 0.0 0.1 0.0
H 5.424571 1.748859 0.750221 0.0 0.0 0.0
H 5.486065 -1.668467 -0.628098 -0.2 0.1 0.1
H 0.515879 -1.459095 2.148292 0.1 -0.1 0.1
H 2.034444 -0.557398 2.349004 0.0 -0.1 0.0
H 2.034865 -2.331774 2.421839 0.0 0.0 0.0
```
Forces are in eV/Å.

Results
SMILES string   CN(CC(=O)Nc1cccc(F)c1)C(=O)c1ccc(OC[C@@H]2CCCO2)cc1
Relative energy (zero: lowest compared OMol25 entry of this formula, charge and spin)   51.2 kJ/mol
Spin multiplicity   1
Kohn-Sham gap   9.159 eV
Total energy   -1324.3858 a.u.
Highest occupied orbital energy   -8.55 eV



[3]
# C28H23BrN3O4PbS2

C28H23BrN3O4PbS2 as an isolated structure at a distorted geometry (ωB97M-V/def2-TZVPD, the OMol25 dataset).

The geometry in XYZ format:
```
62
Properties=species:S:1:pos:R:3:forces:R:3
Pb -1.244572 0.679432 0.189813 -0.1 -0.3 0.2
Br 3.198464 0.334786 6.951302 -0.1 -0.1 -0.1
C 2.242169 -0.303901 5.426921 0.0 0.1 0.1
C 2.479508 -1.595829 4.980850 0.1 0.1 0.1
C 1.812352 -2.057848 3.863938 -0.2 0.0 -0.3
C 0.911619 -1.231401 3.171369 0.8 0.3 1.2
C 0.666904 0.054416 3.673669 -0.1 -0.4 -0.3
C 1.325453 0.518191 4.794346 0.2 0.0 0.2
N 0.223044 -1.591246 2.033858 -0.6 -1.1 -1.3
C 0.568241 -2.556039 1.271696 0.5 0.7 1.4
C -0.127655 -2.865453 0.045632 -0.4 -0.5 -1.3
C 0.176876 -4.056616 -0.632557 0.0 0.4 0.4
C -0.428550 -4.315418 -1.842633 -0.3 0.2 -0.3
C -1.305201 -3.369617 -2.364844 0.3 -0.3 0.1
C -1.536232 -2.212165 -1.632831 -0.2 -0.3 -0.4
N -0.987489 -1.973708 -0.460254 0.3 -0.6 0.4
H 3.186396 -2.227994 5.499585 0.0 0.0 0.0
H 1.977031 -3.078184 3.544966 0.0 0.0 0.0
H -0.042342 0.713555 3.189351 -0.1 0.0 -0.1
H 1.110745 1.514916 5.149264 0.0 0.1 0.0
H 1.454397 -3.180715 1.452699 0.0 0.1 0.1
H 0.878708 -4.755006 -0.199841 0.1 0.0 0.0
H -0.213995 -5.228134 -2.379719 0.0 -0.1 0.0
H -1.787036 -3.523067 -3.317290 -0.1 0.0 -0.1
H -2.191733 -1.437362 -2.001826 -0.2 0.1 -0.1
C -3.810426 1.908095 -3.476336 -0.1 0.0 0.0
C -2.913161 2.573257 -4.298721 -0.1 0.1 -0.1
C -1.568263 2.564545 -3.989956 0.2 0.0 0.0
C -1.103699 1.902041 -2.846230 -0.9 -0.1 0.1
C -2.010999 1.294530 -1.956184 0.2 0.0 -0.4
C -3.354653 1.294887 -2.323878 0.2 0.0 0.1
C 0.326017 1.769179 -2.562178 0.8 -0.1 0.1
C 1.317684 2.256500 -3.461037 0.3 0.0 0.0
C 2.636245 2.003712 -3.229058 -0.3 0.0 0.0
C 3.018411 1.286608 -2.076511 -0.4 0.0 0.1
C 4.355876 0.982146 -1.770212 0.1 -0.1 0.1
C 4.658109 0.307263 -0.620082 0.2 0.1 -0.2
C 3.638579 -0.051744 0.275633 -0.2 -0.1 0.1
C 2.331024 0.236541 0.003493 0.1 0.0 0.1
C 1.978304 0.888972 -1.194596 0.9 0.2 -0.3
N 0.683517 1.113994 -1.472669 -0.4 0.4 -0.5
H -4.865127 1.899185 -3.719400 -0.1 0.0 0.0
H -3.263422 3.097927 -5.180044 0.0 0.0 0.0
H -0.897534 3.096999 -4.651550 0.1 0.0 0.0
H -4.063326 0.802365 -1.677025 -0.3 0.0 0.2
H 1.031853 2.820999 -4.334515 0.0 0.0 0.0
H 3.405654 2.345026 -3.911222 0.0 0.1 -0.1
H 5.128613 1.302781 -2.459254 0.1 0.0 0.0
H 5.685922 0.068217 -0.388460 0.1 0.0 0.0
H 3.902576 -0.555216 1.194774 0.0 0.0 0.1
H 1.539742 0.011508 0.696455 -0.1 -0.1 0.2
C -3.767809 -1.047259 1.930802 -0.1 -0.2 0.2
O -3.830650 -0.552173 0.613074 -0.2 0.0 -0.6
H -4.768486 -1.346866 2.268651 0.1 -0.1 0.1
H -3.360407 -0.310523 2.627534 0.0 0.1 0.0
H -3.105448 -1.915126 1.916705 -0.1 0.0 0.1
H -4.087085 0.384254 0.655460 0.2 -0.1 0.2
O -1.161683 2.396536 3.128431 0.3 -0.1 0.2
S -1.312801 3.137756 1.880956 -0.5 0.8 0.6
O -1.425343 4.569471 2.042786 0.1 0.0 0.0
O -0.252139 2.761501 0.902176 0.2 0.1 -0.2
S -3.062765 2.446519 1.054721 -0.6 0.6 -0.1
```
Forces are in eV/Å.

Results
Relative energy (zero: lowest compared OMol25 entry of this formula, charge and spin)   0.0 kJ/mol
Spin multiplicity   1
Net charge   -1
Kohn-Sham gap   5.559 eV
Total energy   -5109.3498 a.u.
Highest occupied orbital energy   -4.06 eV